9
Properties=species:S:1:pos:R:3 method="wB97M-V/def2-TZVPD" e_above_lowest_kcal_mol=50.80 total_charge=-1 orbital_gap_ev="7.67 / 7.23"
C 1.284 -0.548 -0.014
N -2.081 0.482 0.655
O -1.354 1.966 -1.141
O -1.555 -0.450 -1.682
F 1.632 -1.460 -0.970
F 1.428 -1.234 1.182
F 2.272 0.450 -0.058
S -1.317 0.543 -0.714
Cl -2.020 -0.995 1.438